Below is a structure of composition C61H70BrGeN9O3P2Ru, with properties calculated with wB97M-V/def2-TZVPD.

```
148
C61H70BrGeN9O3P2Ru wB97M-V/def2-TZVPD
Ru -0.21 -0.79 -0.55
C 3.47 1.33 5.38
N 3.74 0.86 4.03
C 4.66 -0.28 3.98
P 2.64 0.95 2.78
O 2.57 -0.24 1.95
O 1.28 1.30 3.62
P -0.26 1.01 3.20
O -0.57 0.69 1.80
N -1.01 2.41 3.65
C -0.69 2.99 4.95
C -1.54 3.34 2.66
N -0.68 -0.13 4.29
C 0.17 -0.81 5.25
C -2.10 -0.44 4.38
N 2.85 2.34 1.92
C 3.56 2.24 0.63
C 2.93 3.62 2.62
H 4.39 1.71 5.82
H 3.09 0.53 6.02
H 2.73 2.13 5.37
H 5.63 0.01 4.39
H 4.80 -0.61 2.95
H 4.27 -1.14 4.54
H -0.20 2.25 5.58
H -1.60 3.34 5.45
H -0.01 3.85 4.84
H -1.47 2.88 1.67
H -0.97 4.27 2.64
H -2.59 3.57 2.87
H 1.22 -0.58 5.05
H 0.04 -1.89 5.16
H -0.06 -0.51 6.28
H -2.61 -0.13 3.46
H -2.58 0.08 5.22
H -2.24 -1.51 4.50
H 3.41 1.25 0.22
H 4.64 2.43 0.74
H 3.14 2.96 -0.08
H 3.45 3.54 3.58
H 1.93 4.04 2.80
H 3.49 4.33 2.00
Br 1.00 6.55 -1.11
C 0.36 4.78 -1.40
C -0.31 4.50 -2.50
C -0.97 3.16 -2.68
C -0.55 2.05 -1.64
C 0.42 2.50 -0.59
C 0.75 3.77 -0.41
N -0.19 0.73 -2.06
C -0.64 0.19 -3.26
C -0.85 -1.15 -3.34
C -1.28 -1.84 -4.53
C -1.54 -3.17 -4.50
C -1.34 -3.91 -3.28
C -0.93 -3.23 -2.16
N -0.72 -1.90 -2.13
H -0.49 5.27 -3.25
H -0.92 2.85 -3.72
H 0.80 1.72 0.06
H 1.39 4.07 0.42
H -0.86 0.81 -4.13
H -1.41 -1.26 -5.44
H -1.89 -3.68 -5.39
H -1.49 -4.98 -3.24
H -0.76 -3.76 -1.24
C -6.71 1.12 1.42
C -6.78 -0.37 1.20
C -7.98 -1.06 1.33
C -8.05 -2.43 1.14
C -6.90 -3.13 0.82
C -5.69 -2.46 0.67
C -5.62 -1.08 0.86
N -4.43 -0.35 0.70
C -3.13 -0.83 0.53
N -2.84 -1.88 1.32
C -1.60 -2.57 1.57
C -0.43 -2.29 0.87
C 0.69 -3.04 1.29
C 0.65 -3.95 2.34
C -0.55 -4.21 2.98
C -1.70 -3.55 2.58
C -3.03 -3.92 3.20
N -2.28 -0.22 -0.23
C -2.75 0.74 -1.16
C -2.06 2.07 -1.07
C -2.44 3.14 -2.13
C -3.48 2.72 -3.12
C -3.93 1.47 -3.16
C -3.56 0.43 -2.17
C -4.13 -0.94 -2.37
H -7.65 1.50 1.81
H -6.49 1.65 0.48
H -5.91 1.37 2.12
H -8.88 -0.50 1.58
H -9.00 -2.95 1.23
H -6.94 -4.20 0.66
H -4.81 -3.01 0.37
H -4.54 0.55 0.27
H -3.59 -2.12 1.95
H 1.63 -2.88 0.77
H 1.56 -4.47 2.64
H -0.61 -4.94 3.78
H -2.90 -4.77 3.87
H -3.77 -4.21 2.44
H -3.48 -3.10 3.79
H -2.07 2.43 -0.04
H -2.69 4.11 -1.70
H -3.83 3.45 -3.84
H -4.62 1.18 -3.95
H -4.14 -1.19 -3.43
H -5.16 -1.00 -2.00
H -3.54 -1.70 -1.86
C 1.61 -1.06 -0.97
Ge 2.95 -0.69 -2.29
C 3.56 1.19 -2.47
C 4.88 1.56 -2.20
C 5.29 2.88 -2.33
C 4.39 3.86 -2.73
C 3.07 3.51 -2.99
C 2.66 2.18 -2.86
C 4.57 -1.67 -1.69
C 5.22 -2.62 -2.49
C 6.33 -3.32 -2.01
C 6.81 -3.08 -0.73
C 6.17 -2.15 0.08
C 5.06 -1.46 -0.40
C 2.66 -1.34 -4.13
C 2.23 -2.65 -4.34
C 2.01 -3.12 -5.63
C 2.20 -2.29 -6.72
C 2.62 -0.98 -6.52
C 2.85 -0.51 -5.23
H 5.59 0.80 -1.89
H 6.32 3.15 -2.12
H 4.71 4.89 -2.85
H 2.35 4.26 -3.30
H 1.62 1.91 -3.05
H 4.86 -2.81 -3.49
H 6.82 -4.05 -2.64
H 7.67 -3.63 -0.36
H 6.54 -1.96 1.09
H 4.56 -0.74 0.25
H 2.06 -3.30 -3.49
H 1.67 -4.14 -5.78
H 2.03 -2.66 -7.73
H 2.78 -0.33 -7.37
H 3.18 0.51 -5.09
```

Its HOMO energy (alpha / beta) is -1.6 / -1.7 eV. As for the orbital gap (alpha / beta): 3.6 / 3.7 eV. The expectation value of S² is 0.87. The net charge is -1. Its multiplicity is 2. Its max |F| is 3.92 eV Å⁻¹. The lowest unoccupied orbital energy (alpha / beta) comes out at 2.017 / 2.017 eV.

=====

Below is a structure of composition C61H79N3O3ReS, with properties calculated with wB97M-V/def2-TZVPD.

```
148
C61H79N3O3ReS wB97M-V/def2-TZVPD
Re 0.49 -0.16 -0.39
C 0.12 2.79 -1.56
N -0.71 1.60 -1.28
C -1.81 2.02 -0.39
C -1.26 1.10 -2.56
C -1.90 -0.27 -2.40
N -1.00 -1.24 -1.74
C -1.79 -2.21 -0.98
C -1.10 -3.17 -0.03
C -1.95 -4.18 0.43
C -1.54 -5.11 1.37
C -0.21 -5.03 1.79
C 0.67 -4.05 1.36
C 0.19 -3.04 0.49
O 1.01 -2.02 0.19
C 2.11 -4.03 1.90
C 3.12 -3.86 0.75
C 2.48 -5.33 2.62
C 2.25 -2.87 2.89
C -2.47 -6.17 1.96
C -3.90 -6.05 1.43
C -2.52 -5.99 3.49
C -1.93 -7.57 1.63
C -0.13 -1.96 -2.71
C 0.66 -1.10 -3.66
C 0.45 -1.27 -5.02
C 1.22 -0.61 -5.97
C 2.24 0.20 -5.48
C 2.51 0.40 -4.13
C 1.66 -0.23 -3.19
O 1.82 0.01 -1.88
C 3.74 1.20 -3.70
C 4.64 0.31 -2.82
C 4.58 1.68 -4.89
C 3.35 2.45 -2.90
C 1.03 -0.79 -7.47
C -0.15 -1.70 -7.81
C 2.31 -1.41 -8.07
C 0.78 0.58 -8.12
H -0.51 3.62 -1.89
H 0.84 2.56 -2.35
H 0.65 3.08 -0.65
H -2.38 2.82 -0.88
H -1.37 2.39 0.55
H -2.48 1.19 -0.18
H -0.46 1.05 -3.29
H -2.03 1.79 -2.92
H -2.20 -0.64 -3.39
H -2.80 -0.19 -1.80
H -2.39 -2.81 -1.68
H -2.50 -1.62 -0.39
H -2.95 -4.23 0.02
H 0.14 -5.78 2.48
H 2.99 -4.65 0.01
H 4.14 -3.93 1.14
H 3.01 -2.90 0.26
H 2.34 -6.20 1.98
H 1.90 -5.47 3.54
H 3.53 -5.28 2.91
H 1.89 -1.95 2.44
H 3.29 -2.73 3.18
H 1.67 -3.07 3.80
H -4.32 -5.07 1.63
H -4.52 -6.80 1.91
H -3.93 -6.23 0.35
H -2.87 -4.98 3.74
H -1.54 -6.13 3.94
H -3.21 -6.71 3.93
H -1.88 -7.71 0.55
H -2.59 -8.33 2.06
H -0.93 -7.72 2.04
H -0.76 -2.64 -3.31
H 0.55 -2.58 -2.12
H -0.33 -1.96 -5.34
H 2.87 0.70 -6.21
H 4.95 -0.58 -3.37
H 4.12 0.01 -1.92
H 5.54 0.87 -2.54
H 4.94 0.84 -5.49
H 5.44 2.23 -4.52
H 4.01 2.35 -5.54
H 2.79 2.18 -2.01
H 2.76 3.14 -3.51
H 4.25 2.98 -2.58
H 0.02 -2.72 -7.43
H -0.27 -1.76 -8.89
H -1.08 -1.32 -7.39
H 2.50 -2.38 -7.62
H 3.18 -0.77 -7.89
H 2.20 -1.54 -9.15
H -0.14 1.03 -7.73
H 0.66 0.47 -9.20
H 1.60 1.27 -7.94
C -1.25 -1.27 3.52
S -1.13 0.24 2.54
O -0.99 -0.35 1.13
C -2.86 0.67 2.58
C -3.22 1.93 3.04
C -4.56 2.31 3.00
C -5.51 1.44 2.49
C -5.13 0.19 2.00
C -3.81 -0.20 2.05
H -1.85 -2.00 2.98
H -1.70 -1.02 4.48
H -0.24 -1.66 3.65
H -2.45 2.60 3.40
H -4.84 3.28 3.37
H -6.55 1.74 2.45
H -5.88 -0.47 1.58
H -3.51 -1.17 1.67
C 2.03 0.46 0.98
C 2.08 1.88 1.43
C 2.87 2.81 0.88
C 3.04 4.13 1.46
C 2.49 4.47 2.63
C 1.56 3.56 3.36
C 1.24 2.23 2.63
H 1.91 -0.16 1.87
H 2.95 0.16 0.47
H 3.49 2.54 0.03
H 3.72 4.82 0.96
H 2.73 5.42 3.09
H 1.88 3.47 4.40
H 1.29 1.34 3.31
N -0.14 2.63 2.37
C 0.01 3.84 3.22
C -0.34 5.17 2.58
C 0.05 6.37 3.18
C -0.27 7.59 2.61
C -1.00 7.63 1.42
C -1.40 6.45 0.83
C -1.08 5.23 1.41
C -0.73 3.68 4.55
C -1.82 4.47 4.92
C -2.52 4.23 6.10
C -2.13 3.20 6.95
C -1.04 2.41 6.60
C -0.36 2.65 5.42
H 0.59 6.33 4.12
H 0.05 8.51 3.08
H -1.25 8.59 0.98
H -1.98 6.48 -0.09
H -1.39 4.29 0.97
H -2.15 5.27 4.27
H -3.36 4.86 6.36
H -2.67 3.02 7.87
H -0.72 1.61 7.25
H 0.48 2.01 5.15
```

Its HOMO energy (alpha / beta) is -5.8 / -5.8 eV. As for the orbital gap (alpha / beta): 6.1 / 5.7 eV. The expectation value of S² is 3.77. Its multiplicity is 4. Its max |F| is 1.46 eV Å⁻¹. The lowest unoccupied orbital energy (alpha / beta) comes out at 0.240 / -0.098 eV.

=====

Below is a cluster of 14 separate species, C61H96NO40 in total, with properties calculated with wB97M-V/def2-TZVPD.

```
198
C61H96NO40 wB97M-V/def2-TZVPD
C -1.85 -1.73 -0.19
C -0.57 -1.07 0.32
C 0.36 -1.08 -0.92
C 1.67 -0.28 -0.74
C 1.20 1.17 -0.50
C 0.26 1.44 0.68
N -0.78 0.33 0.76
O -1.66 0.45 1.85
C -0.45 2.73 0.31
C 1.08 1.51 2.01
C 0.09 -2.00 1.34
H -1.74 -2.82 -0.26
H -2.22 -1.38 -1.15
H -2.72 -1.60 0.47
H -0.17 -0.69 -1.79
H 0.66 -2.07 -1.30
H 2.26 -0.23 -1.65
H 2.27 -0.73 0.05
H 0.71 1.44 -1.44
H 2.06 1.83 -0.64
H -0.88 2.72 -0.69
H 0.31 3.50 0.47
H -1.26 2.94 1.01
H 1.85 2.27 1.84
H 1.54 0.55 2.27
H 0.50 1.86 2.86
H 1.04 -1.61 1.72
H 0.17 -3.08 1.14
H -0.54 -1.99 2.23
C -0.64 2.58 -5.34
C 0.60 2.91 -4.48
C 1.93 2.63 -5.16
O 2.71 3.71 -4.75
C 1.92 4.75 -4.42
O 2.38 5.82 -4.08
O 0.74 4.29 -4.16
H -0.68 3.36 -6.09
H -1.59 2.59 -4.82
H -0.55 1.62 -5.86
H 0.65 2.29 -3.58
H 1.82 2.53 -6.25
H 2.31 1.68 -4.79
C 1.70 -2.36 4.72
C 1.41 -0.87 4.95
C -0.08 -0.52 4.82
O -0.40 0.24 5.96
C 0.58 0.19 6.85
O 0.51 0.65 7.96
O 1.63 -0.47 6.32
H 1.87 -2.50 3.65
H 0.93 -3.06 5.04
H 2.61 -2.76 5.19
H 1.95 -0.18 4.31
H -0.77 -1.36 4.73
H -0.19 -0.04 3.84
C -3.04 1.01 -2.91
C -3.72 1.76 -1.74
C -3.53 3.27 -1.72
O -4.82 3.78 -1.79
C -5.70 2.81 -2.01
O -6.85 2.97 -2.31
O -5.09 1.59 -1.93
H -3.40 -0.02 -2.94
H -1.96 0.95 -2.76
H -3.27 1.45 -3.89
H -3.19 1.37 -0.87
H -2.87 3.57 -2.53
H -3.01 3.53 -0.79
C 4.20 1.03 -2.30
C 5.53 1.77 -2.52
C 5.35 3.28 -2.56
O 6.04 3.76 -1.45
C 6.79 2.76 -0.93
O 7.67 2.85 -0.14
O 6.36 1.55 -1.40
H 3.94 1.08 -1.25
H 4.19 -0.01 -2.63
H 3.42 1.44 -2.94
H 5.93 1.47 -3.49
H 4.29 3.50 -2.60
H 5.79 3.76 -3.44
C 6.00 -0.64 0.48
C 5.87 -2.16 0.48
C 7.22 -2.87 0.54
O 7.09 -3.75 1.65
C 5.87 -3.64 2.20
O 5.46 -4.26 3.16
O 5.23 -2.59 1.68
H 6.15 -0.34 1.52
H 5.04 -0.21 0.20
H 6.88 -0.27 -0.03
H 5.15 -2.51 -0.27
H 8.07 -2.23 0.78
H 7.33 -3.26 -0.47
C -1.05 -7.76 -2.65
C -1.39 -6.41 -2.02
C -0.26 -5.34 -2.22
O -0.94 -4.39 -3.07
C -2.15 -4.81 -3.38
O -2.96 -4.22 -4.09
O -2.49 -5.89 -2.70
H -1.97 -8.33 -2.48
H -0.23 -8.22 -2.11
H -0.91 -7.79 -3.73
H -1.50 -6.44 -0.93
H 0.67 -5.69 -2.66
H -0.11 -4.84 -1.26
C 3.57 3.77 4.60
C 4.05 4.52 3.38
C 4.17 3.68 2.08
O 3.41 4.44 1.16
C 2.63 5.35 1.79
O 1.80 5.98 1.17
O 2.91 5.39 3.08
H 2.56 3.40 4.47
H 3.49 4.49 5.41
H 4.24 2.96 4.89
H 4.97 5.05 3.62
H 3.82 2.65 2.12
H 5.17 3.74 1.65
C -4.52 2.91 1.89
C -4.22 2.57 3.38
C -2.75 2.50 3.85
O -2.63 3.55 4.80
C -3.86 4.15 5.00
O -4.04 5.06 5.75
O -4.72 3.65 4.14
H -5.58 2.81 1.66
H -4.07 2.06 1.36
H -4.10 3.82 1.47
H -4.78 1.72 3.77
H -2.00 2.74 3.11
H -2.62 1.51 4.30
C -5.11 -2.93 -0.56
C -5.86 -2.10 0.44
C -5.41 -0.70 0.73
O -6.54 0.13 0.52
C -7.46 -0.56 -0.15
O -8.49 -0.11 -0.60
O -7.13 -1.89 -0.16
H -5.63 -3.78 -1.00
H -4.23 -3.30 -0.03
H -4.72 -2.36 -1.41
H -6.02 -2.68 1.34
H -4.69 -0.33 0.00
H -5.08 -0.60 1.76
C -1.94 -4.95 3.56
C -2.86 -4.16 4.45
C -3.15 -2.72 4.08
O -4.38 -2.86 3.42
C -5.01 -4.01 3.83
O -6.20 -4.16 3.71
O -4.13 -4.81 4.41
H -1.94 -6.04 3.63
H -0.91 -4.64 3.68
H -2.21 -4.73 2.52
H -2.49 -4.17 5.48
H -2.43 -2.31 3.35
H -3.17 -1.97 4.87
C 3.23 -6.48 3.38
C 2.39 -5.38 2.72
C 2.66 -5.16 1.19
O 1.55 -5.89 0.62
C 0.55 -6.01 1.47
O -0.57 -6.34 1.18
O 1.01 -5.72 2.74
H 4.28 -6.25 3.19
H 3.14 -7.42 2.84
H 3.02 -6.56 4.44
H 2.47 -4.43 3.24
H 3.58 -5.59 0.83
H 2.66 -4.12 0.85
C -2.14 -1.09 -7.27
C -1.60 -1.86 -6.04
C -0.46 -2.87 -6.35
O 0.57 -2.41 -5.50
C 0.29 -1.24 -4.94
O 1.06 -0.58 -4.31
O -0.97 -0.84 -5.24
H -2.89 -0.33 -7.05
H -2.58 -1.79 -7.98
H -1.30 -0.64 -7.80
H -2.39 -2.28 -5.43
H -0.14 -2.95 -7.39
H -0.79 -3.86 -6.05
C -1.73 6.42 -1.33
C -0.60 7.36 -1.06
C 0.47 7.50 -2.15
O 0.77 8.85 -2.05
C -0.32 9.53 -1.71
O -0.45 10.73 -1.73
O -1.21 8.67 -1.23
H -1.49 5.36 -1.28
H -2.21 6.58 -2.30
H -2.57 6.58 -0.65
H -0.19 7.32 -0.05
H 0.27 7.08 -3.13
H 1.30 6.88 -1.81
```

Its HOMO energy is -3.6 eV. As for the orbital gap: 4.6 eV. The net charge is -1. The energy relative to the best compared isomer or geometry (same formula, charge and spin) is 59.8 kcal per mole. Its multiplicity is 1. Its max |F| is 3.52 eV Å⁻¹. The lowest unoccupied orbital energy comes out at 0.988 eV.

=====

Number 1: electronic energy -8513.58181 Ha. Number 2: electronic energy -3238.19068 Ha. Number 3: electronic energy -5446.45448 Ha.